No. 1
Here is 2 unconnected molecules or ions with the total composition C2H10NOS from the Open Molecules 2025 dataset. Energies are from ωB97M-V/def2-TZVPD.

Calculated values
- Charge: 0
- Multiplicity: 2
- E_LUMO (alpha / beta): 0.6 / 0.4 eV
- E_HOMO (alpha / beta): -3.120 / -9.474 eV
- Gap between HOMO and LUMO (alpha / beta): 0.137 / 0.364 Ha
- Calculated total energy: -610.22709 hartree
- Expectation value of S²: 0.75
- ΔE to the lowest compared entry with this formula, charge and spin: 62.34 kJ/mol

Geometry (Å):
C -1.19902 -0.08011 0.28896
C -0.95141 -0.92957 -0.94323
S 0.03175 0.00535 -2.10578
N 0.08556 -0.21960 1.25900
H -2.07925 -0.32823 0.79853
H -1.28579 0.96304 0.02516
H -1.84285 -1.49350 -1.24031
H -0.24700 -1.63594 -0.58099
H 0.19555 -0.92167 -3.02818
H -0.25031 -0.12695 2.27829
H 0.88712 0.38570 1.01704
H 0.38617 -1.19275 1.15739
H 1.43930 2.14496 -0.07654
H 2.85731 1.87400 0.70173
O 1.97289 1.55526 0.44891

Atomic forces in eV per Å
C 2.61 0.78 -0.24
C 0.22 -0.43 0.98
S -0.27 1.09 -0.40
N -2.87 -0.26 -0.48
H -0.91 -0.72 1.14
H 0.08 0.40 0.10
H 0.06 0.58 -0.50
H 0.18 -1.29 -0.02
H 0.03 -0.56 -0.38
H 0.41 0.19 -0.41
H -0.02 0.42 0.04
H 0.25 -0.49 0.30
H 0.34 0.82 -0.31
H -0.69 0.35 -0.43
O 0.59 -0.88 0.61

***

No. 2
Here is C4H7NO2 in the gas phase from the Open Molecules 2025 dataset. Energies are from ωB97M-V/def2-TZVPD.

Calculated values
- Structure (SMILES): [H]/N=C(\C)OCC=O
- Charge: 0
- E_LUMO: 0.8 eV
- E_HOMO: -9.580 eV
- Gap between HOMO and LUMO: 0.382 Ha
- Calculated total energy: -361.80836 hartree
- ΔE to the lowest compared entry with this formula, charge and spin: 190.34 kJ/mol

Geometry (Å):
C -2.26432 -0.18701 -0.15005
C -0.81644 0.16942 0.04804
N -0.26956 1.31174 0.11029
O -0.05380 -0.94037 0.15757
C 1.31718 -0.70492 0.43596
C 2.25214 0.15650 -0.48634
O 3.22382 0.58736 0.08700
H -2.65641 -0.67626 0.74741
H -2.86080 0.70405 -0.35924
H -2.36757 -0.89147 -0.98059
H -0.94972 2.05456 -0.00983
H 1.42209 -0.19735 1.40411
H 1.75196 -1.70586 0.53788
H 2.38823 0.46147 -1.53143

Atomic forces in eV per Å
C -0.04 0.04 -0.01
C 0.01 0.30 -0.10
N -0.19 -0.24 -0.09
O 0.10 0.14 -0.43
C 0.37 0.18 -0.13
C 1.10 0.42 0.84
O 0.30 -0.09 1.00
H 0.10 0.07 -0.12
H 0.13 -0.13 0.05
H 0.05 0.09 0.12
H -0.01 -0.03 0.05
H -0.04 -0.05 -0.29
H 0.04 0.23 -0.23
H -1.91 -0.92 -0.67

***

- calculated total energy of number 1 (C2H10NOS)?
  -610.22709 hartree

***

- The lowest ΔE to the lowest compared entry with this formula, charge and spin belongs to which entry?
  C2H10NOS

***

- Among the records above, which one has the highest ΔE to the lowest compared entry with this formula, charge and spin?
  C4H7NO2